w:
The following is a DFT calculation (wB97M-V/def2-TZVPD) of 14 unconnected molecules or ions with the total composition H30NO13.

Summary:
HOMO-LUMO gap = 9.801 eV
HOMO level = -0.4785 Eh

```
! RIJCOSX wB97M-V def2-TZVPD def2/J DEFGRID3
* xyz 1 1
N -0.08668 -0.09685 -0.01576
H -0.39364 0.74579 -0.22346
H -0.29287 -0.27918 0.93840
H 0.93608 -0.12275 -0.23585
H -0.35707 -0.75465 -0.71812
O 3.07936 0.54973 -0.82968
H 2.91513 0.47807 0.11935
H 2.46997 1.21378 -1.07911
O 2.96762 0.33918 1.81715
H 2.58918 0.61055 2.56891
H 3.45638 -0.56317 1.96993
O -1.04191 -3.34810 -0.52253
H -0.80038 -4.25319 -0.67073
H -1.79815 -3.39523 0.04891
O 0.40549 0.38642 -2.52545
H 0.06043 1.20661 -2.40132
H 0.58590 0.31521 -3.48256
O 0.00289 2.36873 1.86936
H 0.06495 3.33650 1.54771
H -0.95916 2.45667 2.13654
O -2.37273 -0.13874 2.57292
H -3.03832 0.15025 1.88597
H -2.80234 0.35933 3.40718
O 1.64728 -1.66973 -1.77824
H 1.27729 -1.18733 -2.43987
H 2.15788 -0.95660 -1.48188
O -2.33939 2.47420 0.13857
H -2.94979 1.91398 -0.14409
H -2.27843 2.63372 1.05473
O -0.29571 -2.78336 3.44522
H -0.20279 -2.70113 2.47475
H 0.12447 -3.71902 3.37073
O -2.66997 -1.12825 -1.68087
H -3.38748 -0.83764 -2.33693
H -2.34143 -2.05333 -1.69536
O 2.23746 2.55992 -0.75894
H 2.65079 3.10719 -1.38045
H 1.48569 3.07144 -0.45639
O 0.78759 -2.57396 1.01352
H 1.69895 -2.67342 1.14907
H 0.52943 -2.89382 0.17997
O -0.79955 2.56895 -2.23489
H -1.31753 2.50533 -3.03124
H -1.60491 2.77793 -1.58519
*
```

x:
The following is a DFT calculation (wB97M-V/def2-TZVPD) of 14 unconnected molecules or ions with the total composition H30NO13.

Summary:
HOMO-LUMO gap = 8.549 eV
HOMO level = -0.4439 Eh

```
! RIJCOSX wB97M-V def2-TZVPD def2/J DEFGRID3
* xyz 1 1
N 47.73600 56.29400 38.14000
H 48.63900 56.72800 37.97800
H 46.91500 57.13300 38.33900
H 47.63500 55.71500 38.93300
H 47.73100 55.84100 37.14300
O 49.07000 54.34700 36.46100
H 48.29900 53.70400 36.67700
H 49.24000 54.11300 35.62500
O 49.45200 54.54000 40.48300
H 50.31600 54.68200 40.21500
H 49.56600 53.69000 40.97100
O 45.96200 54.13400 40.80500
H 45.77900 54.23600 39.97200
H 46.65200 53.40300 40.79900
O 46.13400 58.62500 37.67400
H 45.68900 58.46500 38.55600
H 45.77200 59.15900 37.09800
O 46.08400 56.78300 35.07900
H 45.93600 55.80000 35.44700
H 45.85400 56.79800 34.14000
O 45.05900 55.16000 38.03000
H 44.13000 55.21300 38.10000
H 45.20300 54.81900 37.17600
O 47.07500 52.97900 38.17200
H 46.43400 52.24500 38.10700
H 47.95300 52.52600 37.97400
O 51.09100 56.21500 37.14100
H 51.55500 55.82100 38.00000
H 50.70700 55.48700 36.73700
O 45.70900 54.30100 35.65500
H 44.74700 54.42900 35.42400
H 45.83100 53.49700 35.04400
O 47.01000 57.04400 41.33000
H 47.46900 56.45700 41.72900
H 46.21800 57.43200 42.01600
O 51.30100 58.89000 38.37500
H 50.84700 58.62900 39.22600
H 50.86800 58.54600 37.61600
O 48.22600 57.92900 35.90800
H 47.70100 58.21000 36.52300
H 47.89400 57.12000 35.51200
O 49.73200 57.54600 40.23300
H 50.08600 56.91800 40.88800
H 48.76400 57.69500 40.54900
*
```

Most stable: w. Least stable: x.

w:
The following is a DFT calculation (wB97M-V/def2-TZVPD) of 13 unconnected molecules or ions with the total composition H24NO15.

Summary:
HOMO-LUMO gap = 9.918 eV
HOMO level = -0.2629 Eh

```
! RIJCOSX wB97M-V def2-TZVPD def2/J DEFGRID3
* xyz -1 1
N -1.04517 0.43080 -0.77222
O -1.15446 0.65924 0.48052
O -1.64429 -0.51401 -1.27972
O -0.21521 1.09204 -1.41231
O 0.96904 3.39651 -2.42376
H 1.07521 3.43085 -3.34438
H 0.47250 2.61330 -2.20763
O 2.62630 2.37115 0.13155
H 2.85174 2.72690 0.95829
H 2.02347 1.63692 0.37611
O 1.09407 1.77047 3.05228
H 0.69831 2.12622 2.26488
H 1.15066 0.84786 2.89624
O -0.13314 -1.44674 3.20873
H -0.97891 -1.73815 3.42886
H -0.25265 -1.44254 2.25055
O -2.08627 -1.79456 1.23395
H -2.11790 -1.10667 0.59632
H -2.59496 -1.59708 2.01028
O 1.55519 -0.02290 0.82238
H 1.12616 -0.72555 0.34402
H 2.39645 -0.35051 1.17649
O -1.96894 1.04800 3.10204
H -2.46594 1.68048 2.70256
H -1.52370 0.83602 2.26547
O 2.28312 0.05175 -2.47183
H 1.42842 0.20616 -2.07782
H 2.30133 -0.88569 -2.43514
O 0.36790 -2.54198 -0.14045
H 0.56347 -3.26928 0.49308
H -0.55180 -2.41973 -0.06735
O -1.33602 -4.06321 -2.00118
H -1.93178 -4.36463 -2.68703
H -1.06957 -3.20059 -2.28204
O -0.13205 3.12138 1.01071
H 0.54417 3.28516 0.37880
H -0.56869 2.32639 0.75250
O -0.41980 -1.76476 -3.53501
H -0.20681 -0.84823 -3.86911
H -1.12945 -1.56081 -2.92960
*
```

x:
The following is a DFT calculation (wB97M-V/def2-TZVPD) of 13 unconnected molecules or ions with the total composition H24NO15.

Summary:
HOMO-LUMO gap = 8.906 eV
HOMO level = -0.2564 Eh

```
! RIJCOSX wB97M-V def2-TZVPD def2/J DEFGRID3
* xyz -1 1
N -18.75100 -12.02500 14.62100
O -17.88200 -11.20700 14.28600
O -19.92600 -11.75000 14.26500
O -18.34100 -13.19900 14.45800
O -15.83100 -9.65500 14.49600
H -16.70500 -10.06300 14.51900
H -16.01300 -8.75200 14.43000
O -19.57400 -11.82100 17.27900
H -20.00400 -12.12700 16.49100
H -19.22300 -10.98700 17.04000
O -19.56000 -15.31200 13.44100
H -18.90200 -15.94700 13.68900
H -19.10000 -14.44100 13.59300
O -15.46700 -12.59800 14.27800
H -15.87500 -11.76700 14.03000
H -16.21000 -12.94400 14.78200
O -18.57500 -8.31500 13.65700
H -19.02100 -8.79900 14.36900
H -19.19100 -7.66900 13.30700
O -18.88900 -14.38900 16.75800
H -18.86300 -13.50100 17.04700
H -18.64900 -14.34900 15.83200
O -16.79200 -14.96700 12.56000
H -15.99000 -15.49600 12.40900
H -16.77800 -14.95600 13.50800
O -16.67800 -10.25700 11.23200
H -17.62000 -10.39200 11.41300
H -16.59300 -9.88800 10.31800
O -19.75000 -10.06300 11.99500
H -20.10000 -10.74200 12.52700
H -19.30800 -9.44800 12.53400
O -18.27600 -12.77400 11.67100
H -18.58400 -12.40900 12.49000
H -17.73700 -13.50900 11.96300
O -21.23900 -13.69400 12.25300
H -21.75300 -13.09100 12.82400
H -20.67900 -14.14600 12.88600
O -20.02700 -9.42300 15.74000
H -20.28800 -10.23500 15.35200
H -20.78300 -8.88900 15.78400
*
```

Most stable: w. Least stable: x.

w:
The following is a DFT calculation (wB97M-V/def2-TZVPD) of 2 unconnected molecules or ions with the total composition C2H7S3.

Summary:
HOMO-LUMO gap = 4.538 eV
HOMO level = -0.0681 Eh

```
! RIJCOSX wB97M-V def2-TZVPD def2/J DEFGRID3
* xyz -1 1
C 0.45477 1.65848 3.21424
S 0.01520 0.12926 2.33080
H -0.05893 1.73726 4.16409
H 0.22442 2.50226 2.57390
H 1.53259 1.69290 3.40432
C -0.60233 -1.12370 -2.56165
S 0.32934 -1.05620 -4.11899
S 1.48598 -2.77093 -4.02930
H -1.63452 -0.82318 -2.70164
H -0.52702 -2.14802 -2.21558
H -0.14181 -0.45104 -1.82620
H -1.07769 0.65290 1.76600
*
```

x:
The following is a DFT calculation (wB97M-V/def2-TZVPD) of 2 unconnected molecules or ions with the total composition C2H7S3.

Summary:
HOMO-LUMO gap = 4.643 eV
HOMO level = -0.0682 Eh

```
! RIJCOSX wB97M-V def2-TZVPD def2/J DEFGRID3
* xyz -1 1
C 2.12968 -1.19942 -1.91779
S 2.28559 -2.48832 -3.26379
H 2.49248 -0.26989 -2.32818
H 2.77449 -1.46702 -1.08173
H 1.10556 -1.28555 -1.57469
C -2.24413 1.33500 3.01530
S -1.70916 2.21105 1.46209
S -2.45203 1.28306 -0.15202
H -3.08520 0.65530 2.84386
H -1.45575 0.69910 3.42426
H -2.61134 2.09877 3.69692
H 2.76983 -1.57208 -4.12421
*
```

Most stable: w. Least stable: x.

w:
The following is a DFT calculation (wB97M-V/def2-TZVPD) of a single C5H7F molecule.

Summary:
Structure (SMILES) = C=C(C)C(=C)F
HOMO-LUMO gap = 9.971 eV
HOMO level = -0.3346 Eh

```
! RIJCOSX wB97M-V def2-TZVPD def2/J DEFGRID3
* xyz 0 1
C 0.22666 -1.97792 -0.04596
C 1.53640 1.49001 -0.17470
C 0.21823 -0.64176 -0.07770
C 1.47507 0.16661 -0.08410
C -1.01214 0.18357 0.24992
F 2.65789 -0.50593 -0.13969
H -0.60624 -2.61523 0.07597
H 1.02333 -2.62079 -0.17014
H 2.38890 2.04785 -0.29761
H 0.70146 2.07135 0.00689
H -0.92875 0.69992 1.10922
H -1.93558 -0.33683 0.26305
H -1.28293 0.82693 -0.61164
*
```

x:
The following is a DFT calculation (wB97M-V/def2-TZVPD) of a single C5H7F molecule.

Summary:
Structure (SMILES) = C#CCCCF
HOMO-LUMO gap = 11.058 eV
HOMO level = -0.3703 Eh

```
! RIJCOSX wB97M-V def2-TZVPD def2/J DEFGRID3
* xyz 0 1
C -0.80917 0.07820 1.11576
C -1.02699 -0.23510 -0.30625
C 0.32238 -0.75512 -0.84761
C 1.37854 0.21024 -0.66469
C 2.28628 1.03906 -0.46178
H 0.08935 0.64033 1.23824
H -0.85055 -0.85711 1.81751
H -1.25563 0.74334 -0.74059
H -1.74268 -1.03776 -0.34235
H 0.53527 -1.63772 -0.31911
H 0.11764 -1.09508 -1.87694
H 2.77814 1.95497 -0.18246
F -1.82256 0.95175 1.57027
*
```

y:
The following is a DFT calculation (wB97M-V/def2-TZVPD) of a single C5H7F molecule.

Summary:
Structure (SMILES) = C=CC(F)C=C
HOMO-LUMO gap = 10.791 eV
HOMO level = -0.3582 Eh

```
! RIJCOSX wB97M-V def2-TZVPD def2/J DEFGRID3
* xyz 0 1
C -0.24173 -0.42223 -0.13873
C -0.58352 1.01626 -0.55222
C -0.69628 1.28473 -1.89091
C 1.10774 -0.33725 0.48654
C 1.79133 -0.36437 1.59547
H -0.24676 -1.01638 -1.06733
H -0.87617 1.87326 0.18099
H -1.29374 2.13934 -2.21496
H -0.58793 0.44777 -2.67719
H 1.77878 -0.23064 -0.38684
H 1.16220 -0.48806 2.52954
H 2.81777 -0.32734 1.60725
F -1.22437 -1.05120 0.55863
*
```

Most stable: w. Least stable: y.

w:
The following is a DFT calculation (wB97M-V/def2-TZVPD) of a molecular structure, C24H31BN13OSTi.

Summary:
HOMO-LUMO gap (alpha / beta) = 6.988 / 7.065 eV
HOMO level (alpha / beta) = -0.2531 / -0.2800 Eh
Expectation value of S² = 0.76

```
! RIJCOSX wB97M-V def2-TZVPD def2/J DEFGRID3
* xyz 0 2
Ti -0.07054 -0.56654 -0.46154
C 2.80218 1.12579 -3.32672
C 1.89015 1.21533 -2.27512
N 1.56498 0.00413 -1.83828
N 2.25530 -0.88019 -2.58295
C 2.99850 -0.22941 -3.49449
B 2.08318 -2.39910 -2.32879
N 2.29898 -2.62847 -0.80869
C 2.90176 -3.67591 -0.21901
C 2.89178 -3.46412 1.14373
C 2.24213 -2.23617 1.29699
N 1.89246 -1.74081 0.11484
N 0.60981 -2.72415 -2.65715
C 0.01544 -3.58138 -3.50863
C -1.35091 -3.44942 -3.36830
C -1.51797 -2.46518 -2.39703
N -0.33292 -2.02929 -1.98214
N 3.11934 -3.21357 -3.08042
C 4.45640 -2.96759 -3.09933
C 5.07072 -4.00505 -3.74991
C 4.01322 -4.86928 -4.09090
N 2.85350 -4.39287 -3.68083
H 3.23820 1.93091 -3.89067
H 1.44680 2.09353 -1.83653
H 3.60279 -0.76199 -4.20822
H 3.29906 -4.49519 -0.79564
H 3.29019 -4.09894 1.91537
H 2.03113 -1.70170 2.21024
H 0.60678 -4.22914 -4.12465
H -2.12106 -3.97294 -3.90611
H -2.42366 -2.05029 -1.99190
H 4.87584 -2.08785 -2.63899
H 6.11965 -4.12959 -3.95482
H 4.05850 -5.81238 -4.61120
N -2.78725 3.55161 -0.31844
C -1.80612 2.75232 0.23808
S -1.36207 0.67714 -1.92836
N -2.20106 1.45101 0.23394
N -1.51455 0.42170 0.80867
C -1.86546 0.07687 1.99672
C -1.47686 -1.17202 2.60185
C -1.71781 -1.42706 3.95620
C -1.43616 -2.65721 4.50767
C -0.93164 -3.67177 3.69333
C -0.69945 -3.44924 2.35297
C -0.94562 -2.19181 1.78233
O -0.71684 -1.97796 0.50658
H -3.45854 3.00261 -0.83609
H -2.45397 4.35178 -0.82832
H -2.54666 0.72357 2.54633
H -2.13461 -0.63619 4.56971
H -1.61508 -2.83683 5.55904
H -0.71556 -4.64319 4.11955
H -0.31466 -4.23053 1.70970
C 1.14100 4.60355 1.31070
C -0.27642 4.57265 0.72355
C -0.22125 5.14589 -0.71430
C -1.16044 5.46220 1.61080
N -0.68592 3.16765 0.74684
H 1.51235 5.62892 1.33654
H 1.82392 4.00130 0.70674
H 1.12957 4.20593 2.32664
H 0.61929 5.83386 -0.81646
H -1.12243 5.70512 -0.97445
H -0.10512 4.34148 -1.44184
H -0.74313 6.47075 1.64951
H -1.19275 5.06380 2.62602
H -2.18226 5.51990 1.24042
N 1.02155 0.86224 0.75388
H 2.00420 0.96206 0.52337
H 0.96439 0.64278 1.74438
H 0.51870 1.80385 0.63111
*
```

x:
The following is a DFT calculation (wB97M-V/def2-TZVPD) of a molecular structure, C24H31BN13OSTi.

Summary:
HOMO-LUMO gap (alpha / beta) = 6.907 / 7.313 eV
HOMO level (alpha / beta) = -0.2509 / -0.2872 Eh
Expectation value of S² = 0.76

```
! RIJCOSX wB97M-V def2-TZVPD def2/J DEFGRID3
* xyz 0 2
Ti -0.69277 -0.32184 -0.12594
C 2.16646 1.41211 -3.02460
C 1.24341 1.48871 -1.98031
N 0.94350 0.27475 -1.53282
N 1.65728 -0.60320 -2.27357
C 2.38627 0.06032 -3.18898
B 1.50211 -2.12683 -2.01256
N 1.72201 -2.37219 -0.48940
C 2.35892 -3.40077 0.09553
C 2.32925 -3.20380 1.46166
C 1.62887 -2.00445 1.62041
N 1.27136 -1.50382 0.44080
N 0.03921 -2.49495 -2.36191
C -0.53134 -3.36874 -3.21108
C -1.90113 -3.25989 -3.08725
C -2.09583 -2.26775 -2.13067
N -0.92824 -1.80681 -1.69032
N 2.57123 -2.90593 -2.75949
C 3.90428 -2.64737 -2.69629
C 4.56111 -3.66070 -3.33904
C 3.52770 -4.52382 -3.76330
N 2.33614 -4.07859 -3.40532
H 2.58882 2.22255 -3.59574
H 0.75855 2.35461 -1.55470
H 2.99946 -0.46947 -3.90069
H 2.79753 -4.19195 -0.49729
H 2.75283 -3.83163 2.22982
H 1.37651 -1.48604 2.53480
H 0.08379 -4.01053 -3.81821
H -2.65485 -3.80869 -3.62943
H -3.01047 -1.85795 -1.74477
H 4.28526 -1.77814 -2.17905
H 5.62438 -3.76908 -3.48293
H 3.60710 -5.45352 -4.30988
N -3.38213 3.82078 0.01858
C -2.43088 2.94530 0.52850
S -1.99669 0.95569 -1.52743
N -2.94162 1.68312 0.54763
N -2.15688 0.67838 1.14417
C -2.49804 0.33635 2.32436
C -2.08446 -0.90999 2.95512
C -2.32743 -1.13407 4.31447
C -2.04525 -2.35472 4.88901
C -1.54211 -3.38441 4.08573
C -1.31731 -3.18729 2.73844
C -1.57090 -1.94193 2.16450
O -1.34705 -1.74379 0.86712
H -4.13396 3.32667 -0.44060
H -3.01830 4.58093 -0.52727
H -3.20993 0.97149 2.84199
H -2.74842 -0.33006 4.91072
H -2.22584 -2.51878 5.94331
H -1.32894 -4.35282 4.52363
H -0.93293 -3.97548 2.10293
C 0.67671 4.60067 1.43670
C -0.77619 4.67189 0.96632
C -0.78819 5.34739 -0.42728
C -1.56411 5.51546 1.97272
N -1.24765 3.28024 0.94943
H 1.11083 5.60058 1.51630
H 1.28258 4.02173 0.73035
H 0.73034 4.11634 2.41637
H 0.06419 6.02134 -0.53822
H -1.68182 5.95710 -0.59267
H -0.73507 4.59640 -1.22059
H -1.12631 6.51612 2.05307
H -1.52904 5.04351 2.95858
H -2.61210 5.61905 1.68451
N 0.44213 1.06667 1.10292
H 1.41790 1.13800 0.84345
H 0.40055 0.81686 2.08527
H -0.03441 2.00070 1.06041
*
```

Most stable: x. Least stable: w.

w:
The following is a DFT calculation (wB97M-V/def2-TZVPD) of 2 unconnected molecules or ions with the total composition C4H6N6.

Summary:
Structure (SMILES) = [H]/N=C\CC#N.c1nn[nH]n1
HOMO-LUMO gap = 11.020 eV
HOMO level = -0.3797 Eh

```
! RIJCOSX wB97M-V def2-TZVPD def2/J DEFGRID3
* xyz 0 1
C -0.66881 1.24357 1.42030
C -1.56104 1.64233 -1.69518
C 0.19724 0.20462 1.70777
C 0.80783 -0.15760 0.26331
N -1.36973 2.12540 1.20532
N -1.44284 1.81203 -3.06101
N -0.55262 1.02427 -3.48227
N -0.17722 0.29276 -2.44509
N -0.81476 0.62517 -1.34756
N 0.65147 -1.32209 -0.30731
H -2.29945 2.09574 -1.13416
H -0.15035 -0.74547 2.09430
H 0.94224 0.43694 2.44077
H 1.28703 0.60441 -0.32649
H 0.06151 -1.93546 0.17344
H 0.45338 -0.29367 -2.64003
*
```

x:
The following is a DFT calculation (wB97M-V/def2-TZVPD) of a single C4H6N6 molecule.

Summary:
Structure (SMILES) = C#CCN(N)c1nnn[nH]1
HOMO-LUMO gap = 9.443 eV
HOMO level = -0.3258 Eh

```
! RIJCOSX wB97M-V def2-TZVPD def2/J DEFGRID3
* xyz 0 1
C -0.79226 -2.03221 -1.96721
C -0.39235 -0.89413 -1.74658
N 0.29712 -0.73884 3.01286
N -0.19856 -1.69797 2.29703
N 0.49183 0.42093 2.24554
C 0.16548 0.11652 1.05103
N -0.28816 -1.21848 1.06189
N 0.52313 2.31694 0.13203
N 0.05685 1.01278 -0.04218
C -0.05920 0.55445 -1.49024
H -1.13838 -3.07177 -1.93371
H -0.63981 -1.71339 0.29085
H 0.17645 2.50146 1.06888
H 1.56964 2.39479 -0.01318
H -0.74182 1.25567 -2.02835
H 0.97004 0.79326 -1.93866
*
```

Most stable: w. Least stable: x.